Formula: C43H70BN12O6
Source: the Open Molecules 2025 dataset
Level of theory: ωB97M-V with the def2-TZVPD basis set

Summary:
LUMO level: -0.15082 Ha
total charge: +1
E: -2813.51949 Eh
highest occupied orbital energy: -0.436 Eh
frontier orbital gap: 7.8 eV

```
132
Properties=species:S:1:pos:R:3:forces:R:3
C 3.166927 -2.796882 -0.001429 0.8 1.7 -1.1
C 3.614923 -2.364152 -1.484116 -0.2 -1.7 0.2
C 5.170477 -2.139705 -1.630728 -0.5 0.3 -0.8
C 5.665930 -0.661613 -1.370608 0.3 -0.8 0.5
C 4.885262 0.109768 -0.243471 0.3 1.1 -0.5
C 3.755461 1.075177 -0.809716 0.6 -0.5 1.0
C 3.064808 1.864059 0.388648 0.1 0.0 -1.9
C 2.291976 3.080568 -0.266452 0.0 -0.9 0.3
C 1.105337 3.622884 0.626457 -0.2 0.4 -0.8
C -0.293631 3.074305 0.181427 -1.0 -0.9 0.4
C -1.063090 2.340734 1.167765 0.5 1.0 -2.0
N -2.312047 1.808191 0.879394 0.7 0.6 -0.5
B -2.996594 1.103961 2.046560 -1.3 -1.6 2.0
O -2.748475 -0.227679 2.364057 0.8 2.2 -1.0
O -3.880446 1.808237 2.870367 1.0 -0.4 -2.2
C -2.919800 1.929917 -0.349760 1.6 1.0 -1.9
C -4.330149 1.374921 -0.680991 0.6 0.7 -0.5
O -4.444744 -0.028908 -0.543332 -0.7 1.3 0.6
C -5.816263 -0.344797 -0.921682 -0.8 -1.6 -0.3
C -6.430110 -1.548958 -0.120328 -1.0 -0.5 0.0
C -7.981749 -1.327638 0.199024 0.0 0.1 -0.5
C -2.190692 2.661878 -1.398888 1.3 0.3 1.3
O -2.698892 2.838502 -2.683222 -0.1 0.1 1.6
C -0.863468 3.259902 -1.161278 -0.4 -0.8 1.7
C -0.070700 4.075443 -2.218853 -0.6 0.5 -0.5
C 0.377762 3.230449 -3.478765 -0.8 0.9 0.0
O 1.693187 3.712633 -3.857204 0.6 -1.5 0.4
C 2.312896 2.847116 -4.749844 -0.2 0.0 -0.9
O 1.866046 2.648436 -5.844277 0.0 0.0 0.5
H 4.108154 -3.062786 0.535257 -1.1 -0.1 -0.3
H 2.782268 -1.854848 0.481828 0.1 -1.2 -0.1
H 2.402165 -3.608557 -0.005520 0.7 0.7 0.1
H 3.370607 -3.262484 -2.126097 0.2 1.0 0.4
H 2.986100 -1.529071 -1.883610 0.7 -0.6 0.4
H 5.707861 -2.910418 -1.009805 -0.5 0.9 -0.4
H 5.422946 -2.374457 -2.705408 -0.1 0.1 1.1
H 5.666712 -0.110619 -2.354490 -0.2 -0.3 1.1
H 6.744617 -0.722494 -1.054845 -1.0 0.1 -0.4
H 5.632121 0.806859 0.237991 -0.8 -0.7 -0.3
H 4.509864 -0.541646 0.585042 0.3 0.4 -0.9
H 4.279193 1.766129 -1.521971 -0.6 -0.3 0.6
H 2.977868 0.519383 -1.396602 0.6 0.4 0.5
H 2.356115 1.138901 0.871933 0.7 0.8 -0.1
H 3.865625 2.223502 1.078133 -0.9 -0.4 -0.2
H 1.883041 2.691384 -1.241554 0.4 0.5 0.9
H 3.035662 3.885965 -0.511914 -0.8 -0.6 0.3
H 1.074305 4.739703 0.513174 -0.1 -0.9 0.3
H 1.311208 3.388400 1.702095 -0.4 0.2 -0.9
H -0.639180 2.231953 2.192469 -0.7 -0.1 -0.9
H -1.974517 -0.534712 1.852069 -0.6 -0.3 0.3
H -4.179791 2.567147 2.338351 -0.1 0.1 0.8
H -4.530295 1.636427 -1.762664 0.2 -0.1 1.1
H -5.081857 1.963911 -0.079812 0.5 -0.7 -0.3
H -6.514006 0.524854 -0.799156 0.9 -0.5 -0.1
H -5.792079 -0.652814 -2.003484 -0.1 0.7 1.0
H -6.401845 -2.478703 -0.754206 0.4 0.9 0.6
H -5.917065 -1.780023 0.844142 -0.1 0.4 -0.9
H -8.390278 -0.484147 -0.422674 0.3 -0.7 0.6
H -8.594004 -2.226483 -0.088519 0.7 0.8 0.4
H -8.170125 -1.096832 1.276080 0.2 -0.2 -0.9
H -3.590732 3.215327 -2.579684 0.3 -0.2 -0.4
H -0.723489 4.909319 -2.609444 0.4 -0.9 0.5
H 0.823734 4.602562 -1.788961 -0.9 -0.9 -0.2
H 0.382352 2.142822 -3.220477 0.1 0.8 -0.5
H -0.301191 3.479355 -4.338765 0.4 -0.8 0.9
H 3.261232 2.324755 -4.453004 -0.6 0.8 0.5
C -4.538431 0.995490 -5.332655 -0.6 -0.1 0.3
C -5.808380 0.679543 -4.634495 0.5 0.1 -0.3
N -6.785780 0.434904 -4.081126 0.2 0.1 0.0
H -4.266347 2.035822 -5.157649 0.0 0.0 -0.1
H -3.741798 0.351987 -4.960139 -0.1 0.0 0.0
H -4.653595 0.834221 -6.404021 0.0 0.0 0.1
C 2.768064 -6.070592 2.521425 0.2 0.6 0.0
C 3.100713 -4.640155 2.719781 -0.2 -0.6 0.0
N 3.360344 -3.532285 2.873470 -0.1 -0.1 0.3
H 2.264106 -6.464461 3.402019 0.0 0.0 -0.1
H 2.109415 -6.181444 1.660276 0.0 0.0 0.0
H 3.678784 -6.642864 2.349307 -0.1 0.0 0.0
C -4.251790 0.480062 6.128359 0.3 -0.1 0.5
C -3.502323 0.199002 7.375233 -0.3 0.1 -0.5
N -2.920455 -0.018634 8.340100 0.0 0.0 -0.1
H -3.778857 1.299812 5.589055 0.0 0.0 0.0
H -4.260105 -0.405390 5.493299 0.0 0.0 0.0
H -5.278365 0.756429 6.366849 0.1 0.0 0.0
C -3.166233 7.602082 -2.141886 0.3 -0.1 0.6
C -2.396614 7.328383 -0.904309 0.0 0.1 0.0
N -1.804263 7.128796 0.065961 -0.4 -0.1 -0.6
H -2.694984 8.410676 -2.699482 0.0 0.0 0.1
H -3.194508 6.708362 -2.765556 0.0 0.0 0.0
H -4.187976 7.887888 -1.882213 0.2 0.0 -0.1
C -0.176785 3.729436 -8.447539 -0.5 -0.2 0.2
C -1.447726 3.418895 -7.753051 0.5 0.1 -0.3
N -2.433229 3.178070 -7.214384 0.1 0.0 0.0
H 0.095652 4.769562 -8.271985 0.0 -0.1 0.0
H 0.616545 3.085033 -8.070842 -0.1 0.0 0.1
H -0.291895 3.566642 -9.518802 -0.1 0.0 0.1
C -7.186246 7.247821 -0.170777 0.1 0.2 -0.5
C -6.828974 7.926926 -1.438417 -0.2 0.0 0.1
N -6.569665 8.461465 -2.425674 0.0 -0.3 0.5
H -7.791327 7.911346 0.446026 0.0 0.0 -0.1
H -7.754301 6.342587 -0.383602 0.0 0.1 0.0
H -6.280750 6.981712 0.374722 0.0 0.1 0.0
C 4.296762 -1.062351 5.590733 0.1 0.2 -0.5
C 4.651422 -0.376855 4.327622 -0.2 -0.4 0.5
N 4.926385 0.149295 3.345710 -0.1 0.1 0.0
H 3.677884 -0.409254 6.205428 0.1 0.0 0.0
H 3.744422 -1.975806 5.370860 0.1 0.1 -0.1
H 5.202436 -1.316290 6.140539 0.0 0.0 -0.1
C -5.931440 1.451651 -9.786901 0.1 -0.5 0.1
C -5.545042 0.059416 -9.456358 -0.2 0.6 -0.1
N -5.245116 -1.018145 -9.198040 0.0 0.1 0.0
H -5.672660 2.113899 -8.960918 0.0 0.0 0.0
H -5.405577 1.778361 -10.683286 0.0 0.0 0.0
H -7.005088 1.505291 -9.964062 0.1 0.0 0.0
C 3.199861 -7.701386 6.298739 0.0 -0.3 -0.5
C 3.179731 -8.472818 5.033893 0.0 -0.1 0.2
N 3.167808 -9.088319 4.059231 0.0 0.4 0.5
H 2.344862 -7.977628 6.915264 0.0 0.0 -0.1
H 4.118058 -7.913585 6.846969 0.0 0.0 -0.1
H 3.153394 -6.633710 6.084242 0.0 -0.1 0.0
C 6.379225 -10.666712 7.373773 0.1 0.5 0.1
C 6.713702 -9.240310 7.597543 -0.1 -0.6 -0.1
N 6.967882 -8.133582 7.769070 -0.1 -0.1 -0.1
H 5.879931 -11.071731 8.253414 0.0 0.1 0.0
H 5.717710 -10.761004 6.512624 0.0 0.0 0.0
H 7.289773 -11.235037 7.187485 0.0 0.1 0.0
C 9.626086 -6.346191 6.372000 0.2 0.3 -0.5
C 9.979068 -5.665872 5.103506 -0.1 -0.3 0.6
N 10.252559 -5.139038 4.120924 0.0 0.0 0.1
H 9.004772 -5.692603 6.982702 0.0 -0.1 0.0
H 9.076407 -7.262114 6.160950 0.0 0.1 0.0
H 10.532086 -6.593959 6.924258 0.0 0.0 -0.1
```
Positions in Å, forces in eV/Å.

Formula: C43H72Br2F13N3O16P3
Source: the Open Molecules 2025 dataset
Level of theory: ωB97M-V with the def2-TZVPD basis set

Summary:
LUMO level: -0.20749 Ha
total charge: +1
E: -10519.09876 Eh
highest occupied orbital energy: -0.381 Eh
frontier orbital gap: 4.7 eV

```
152
Properties=species:S:1:pos:R:3:forces:R:3
C 4.189641 -7.075224 1.161314 0.8 -0.2 -1.0
C 4.311756 -5.756586 2.125738 1.8 -1.0 0.0
O 3.078475 -4.969970 2.278297 0.8 -0.5 -2.4
C 2.584601 -4.716026 0.919518 -0.6 0.6 -1.4
C 1.683920 -3.311402 0.786512 0.4 -0.8 1.2
C 1.715401 -2.661537 -0.759740 -3.9 1.6 1.8
C 1.268552 -3.890802 -1.639290 0.3 -2.4 -0.5
C 0.419851 -3.788799 -3.000725 -1.5 -0.4 -0.9
C 1.165377 -3.891904 -4.444234 -2.7 0.0 -1.0
F 0.090870 -4.412698 -5.384185 2.5 1.2 2.3
Br 2.611981 -5.257165 -4.625093 -1.5 0.8 0.9
C 1.532670 -2.416502 -5.141999 -1.4 0.5 -1.9
F 1.522415 -1.288382 -4.191527 0.2 -3.0 -2.1
F 0.486316 -2.063747 -6.176404 3.1 -0.8 3.6
Br 3.234996 -2.656991 -6.172569 -1.5 1.6 0.8
C 0.458199 -1.571622 -0.718232 0.8 0.3 -2.4
C -1.069830 -2.093305 -0.446422 -0.2 -1.3 -3.0
O -1.772317 -1.614163 0.712361 0.5 -2.7 3.2
C -1.823743 -2.442735 1.885002 -1.8 0.2 2.5
F -2.984641 -1.925872 2.711240 4.0 -1.6 -3.2
F -0.652278 -2.319183 2.829132 -3.4 -0.4 -3.4
F -2.092930 -3.882002 1.728495 1.3 4.8 0.0
C 0.941549 -0.060145 -0.154522 -4.6 -2.1 0.3
N 0.438575 0.391327 1.181654 1.9 -1.3 -0.2
P -0.370336 0.851245 -1.248192 -0.5 -0.2 -0.5
P -0.821119 2.881166 -0.501454 0.4 6.8 -3.9
O -0.626075 3.882210 -1.750302 -0.8 -4.1 4.4
O -2.550399 2.937150 -0.153765 2.8 -0.4 -0.7
O 0.190340 3.418814 0.795153 -1.8 -2.0 -1.8
N 2.440441 -0.120222 -0.469809 1.7 0.2 -0.3
C 3.429090 0.444898 0.576567 3.2 1.6 2.4
C 3.367988 0.036693 2.119830 -2.0 2.3 4.8
C 4.043684 -1.249990 2.920190 -0.1 0.4 0.3
N 2.781404 0.921109 3.042285 2.7 -2.9 -5.1
P 2.778840 1.182184 -1.694076 0.4 6.4 -1.6
O 2.274152 2.620325 -1.428313 0.8 -4.2 0.2
C 2.890625 -1.503104 -1.047371 2.0 -3.9 3.3
F 3.859644 -2.098173 -0.028268 -1.0 2.2 -1.5
C 3.960530 -1.694697 -2.242177 0.1 -8.5 -2.9
O 4.019484 -3.024088 -2.588396 -0.6 8.8 2.4
C 5.153690 -0.944892 -2.995060 2.2 0.7 -4.7
F 5.712761 -1.816580 -4.123708 -2.1 2.0 4.0
F 4.787284 0.231962 -3.875357 0.7 -3.0 3.6
C 6.558492 -0.691829 -2.153499 2.1 2.3 -1.3
F 6.594491 0.491261 -1.288361 -0.7 -3.7 -2.5
F 7.580812 -0.400704 -3.234568 -3.3 -1.0 3.5
C 7.150789 -1.960632 -1.335447 2.2 -2.5 2.1
F 6.765068 -2.004391 0.125227 0.5 0.4 -4.7
F 6.897274 -3.301126 -1.895843 0.0 4.3 1.5
C 8.819312 -1.817352 -1.276866 5.8 4.6 1.3
O 9.448593 -0.673915 -0.928057 -5.3 -7.9 -2.2
O 9.722908 -2.976882 -1.545737 -3.6 2.7 -0.4
H 4.844793 -7.995010 1.548198 -1.6 2.2 -0.6
H 3.100750 -7.451331 0.959012 2.1 0.8 0.6
H 4.678984 -6.779674 0.113349 -1.3 -0.8 2.1
H 5.148262 -5.063800 1.639946 -1.7 -1.3 1.0
H 4.755952 -6.143873 3.159942 -1.5 1.3 -2.0
H 1.894596 -5.611024 0.544013 1.4 1.9 1.0
H 3.430926 -4.613932 0.098916 -1.3 -0.3 2.0
H 1.949801 -2.519319 1.609070 -0.2 -1.6 -1.7
H 0.588833 -3.690721 1.078732 2.2 1.3 -1.2
H 2.175154 -4.648055 -1.822365 -1.9 1.9 0.3
H 0.560766 -4.543272 -0.917338 1.6 1.8 -1.6
H -0.335073 -2.867193 -3.090856 1.8 -1.9 0.3
H -0.336727 -4.720305 -3.013996 1.9 2.0 0.0
H 0.444284 -1.275169 -1.882066 -0.3 -0.9 2.1
H -1.178304 -3.278890 -0.544834 0.6 2.6 0.5
H -1.693294 -1.705602 -1.393527 1.1 -0.7 2.5
H 0.609693 -0.281731 1.958114 0.0 0.6 -0.9
H -0.571691 0.617979 1.217737 0.9 -0.2 -0.5
H 0.132635 1.073058 -2.612022 0.1 0.2 1.3
H -3.055916 3.240103 -0.986305 1.7 -0.5 1.5
H 1.062542 2.932984 0.858067 -1.6 0.4 -0.4
H 4.564291 0.291092 0.227943 -2.7 -0.2 0.4
H 3.373135 1.642160 0.610527 -0.5 -2.6 -0.4
H 4.864718 -1.813983 2.307182 -1.8 1.0 1.1
H 4.554991 -0.827453 3.911272 -1.2 -0.7 -2.4
H 3.173424 -1.960002 3.318309 2.0 1.4 -1.2
H 2.443514 1.782817 2.535347 0.1 -1.0 0.6
H 2.419594 0.806994 -3.036958 0.0 -0.8 1.0
H 4.243062 1.319823 -1.657154 -1.3 -1.0 0.0
H 9.416819 -3.490301 -2.349026 0.0 0.7 1.3
C -1.131654 8.232635 1.655276 0.1 0.3 0.3
C -0.300279 7.360728 2.557869 0.5 0.6 1.1
O 0.213646 7.808213 3.581745 -0.5 -0.5 -1.1
C -0.122087 5.920081 2.159200 0.4 0.1 0.5
H -1.173484 9.246259 2.067833 0.0 -0.2 -0.1
H -0.678404 8.277783 0.661838 -0.2 -0.1 0.0
H -2.148958 7.838461 1.591982 0.1 -0.1 -0.2
H 0.376157 5.862232 1.188244 -0.3 0.0 0.0
H -1.094491 5.422873 2.118382 0.1 0.0 -0.2
H 0.500395 5.412027 2.903409 -0.2 0.1 -0.2
C -6.254396 1.084875 -1.721072 0.5 0.0 -0.3
C -5.143677 0.081006 -1.564128 1.0 0.3 -0.7
O -4.113872 0.158455 -2.232100 -0.8 -0.1 0.7
C -5.341755 -1.021286 -0.558212 0.5 -0.2 -0.1
H -5.972958 1.821550 -2.480998 -0.1 -0.2 0.1
H -7.168219 0.580261 -2.044624 0.0 0.2 0.3
H -6.421490 1.605019 -0.774596 -0.2 -0.2 0.0
H -6.214889 -1.619720 -0.829990 -0.1 0.1 0.2
H -5.468177 -0.594915 0.440125 -0.2 -0.1 -0.1
H -4.459726 -1.670476 -0.552974 -0.2 0.1 0.0
C -1.032843 2.718205 5.758301 0.0 -0.3 -0.4
C 0.108912 3.583544 5.296063 0.7 -0.2 -1.1
O 0.666054 3.383393 4.218002 -0.6 0.1 1.1
C 0.542564 4.703288 6.203957 0.4 0.1 -0.4
H -1.236430 1.952025 5.002717 0.1 0.2 0.2
H -0.767824 2.223118 6.695876 -0.2 0.1 0.0
H -1.930780 3.327038 5.889900 0.1 0.0 0.2
H 0.877784 4.296618 7.161348 -0.2 0.1 0.0
H -0.285255 5.400594 6.355385 0.0 -0.1 0.2
H 1.375627 5.243327 5.741557 -0.2 -0.1 0.1
C -2.855622 -2.834606 5.539374 0.5 0.3 -0.2
C -2.360980 -2.661571 6.950567 1.3 0.8 0.4
O -1.341249 -2.019049 7.195509 -1.3 -0.8 -0.4
C -3.162365 -3.305116 8.050469 0.3 0.2 0.4
H -2.178667 -2.316879 4.851568 -0.2 -0.2 0.3
H -2.873675 -3.896007 5.279576 -0.2 0.0 0.0
H -3.853957 -2.401336 5.439912 0.0 -0.2 0.0
H -3.194043 -4.387457 7.902538 -0.2 0.1 0.0
H -4.174417 -2.892747 8.062865 0.0 -0.2 -0.1
H -2.687216 -3.096939 9.015013 -0.1 0.0 -0.2
C -4.643957 -3.263714 -5.279317 0.1 0.4 0.3
C -3.812582 -4.135621 -4.376724 0.5 0.5 1.0
O -3.298657 -3.688136 -3.352848 -0.4 -0.5 -1.0
C -3.634390 -5.576268 -4.775393 0.3 -0.1 0.4
H -4.685788 -2.250090 -4.866760 0.0 -0.2 -0.1
H -4.190707 -3.218566 -6.272755 -0.2 -0.1 0.0
H -5.661262 -3.657888 -5.342611 0.1 -0.1 -0.2
H -3.136146 -5.634117 -5.746349 -0.2 -0.1 0.0
H -4.606794 -6.073476 -4.816211 0.1 0.0 -0.2
H -3.011908 -6.084322 -4.031184 -0.1 0.1 -0.2
C -10.343957 2.227195 -4.724771 0.1 0.4 0.3
C -9.512582 1.355288 -3.822179 0.6 0.7 1.3
O -8.998657 1.802773 -2.798302 -0.7 -0.6 -1.3
C -9.334390 -0.085359 -4.220847 0.3 -0.1 0.4
H -10.385788 3.240819 -4.312214 0.0 -0.3 -0.1
H -9.890707 2.272344 -5.718209 -0.2 -0.1 0.0
H -11.361262 1.833021 -4.788065 0.1 0.0 -0.2
H -8.836146 -0.143208 -5.191803 -0.2 -0.1 0.0
H -10.306794 -0.582567 -4.261666 0.1 0.0 -0.2
H -8.711908 -0.593413 -3.476638 -0.2 0.1 -0.2
C 2.288129 10.807238 1.639602 -0.5 0.1 0.1
C 1.966433 10.078181 0.362470 -1.5 0.0 -0.5
O 0.815892 10.022568 -0.068631 1.5 0.1 0.5
C 3.107004 9.419823 -0.366786 -0.3 -0.2 -0.4
H 1.368797 11.232272 2.056210 0.2 -0.1 -0.1
H 2.713047 10.111590 2.367552 0.1 0.1 -0.1
H 2.988947 11.620807 1.436505 0.1 -0.2 0.1
H 3.568359 8.662365 0.271774 0.2 0.2 0.0
H 3.844323 10.171656 -0.659290 0.1 -0.1 0.2
H 2.726453 8.931937 -1.270444 0.1 0.1 0.2
```
Positions in Å, forces in eV/Å.

- The highest frontier orbital gap belongs to which entry?
  C43H70BN12O6

- Which of these has the lowest highest occupied orbital energy?
  C43H70BN12O6

- Which value of E does entry 1 give?
  -2813.51949 Eh